Formula: C25H22Cl3N6NaOS
Source: the OMol25 dataset
Level of theory: ωB97M-V/def2-TZVPD

The geometry in XYZ format:
```
59
Properties=species:S:1:pos:R:3:forces:R:3
Na 0.005180 0.619549 -0.482822 0.7 0.2 -0.4
C 2.433051 3.409947 2.329827 0.0 0.0 0.0
C 2.248284 2.343424 1.289742 -0.1 0.4 0.1
N 1.504477 2.463068 0.264347 0.1 -0.2 -0.1
N 0.741534 3.591534 0.169774 -0.1 0.2 0.3
C -0.104587 3.710708 -0.902999 -0.1 -0.1 -0.1
N -1.270387 4.340573 -0.595087 0.0 0.0 0.1
S 0.276492 3.187408 -2.417867 0.1 -0.1 -0.2
C 2.841973 1.000304 1.488566 0.1 -0.2 0.1
C 4.149147 0.813626 1.930222 0.0 0.0 0.0
C 4.603710 -0.480250 2.124135 0.0 0.0 0.0
C 3.737612 -1.537698 1.890885 0.0 0.0 0.0
C 2.452819 -1.250049 1.454430 0.1 -0.1 0.0
N 2.011656 -0.015202 1.253825 0.0 0.0 -0.1
H 2.519870 4.392993 1.864593 0.0 0.0 0.0
H 3.313272 3.218771 2.937819 0.0 0.0 0.0
H 1.570650 3.425789 3.004382 0.0 0.0 0.0
H 0.371782 3.939112 1.047974 0.0 0.0 0.0
H -1.697928 4.063737 0.280375 0.0 0.0 0.0
H -1.914718 4.396871 -1.367162 0.0 0.0 0.0
H 4.800350 1.660402 2.100918 0.0 0.0 0.0
H 5.617661 -0.661102 2.456054 0.0 0.0 0.0
H 4.045437 -2.562690 2.043792 0.0 0.0 0.0
H 1.740641 -2.043328 1.252170 0.0 0.0 0.0
Cl -6.114622 -0.345628 3.614390 -0.1 0.0 0.0
C -4.647588 0.165312 2.823915 0.0 -0.1 0.0
C -4.185414 1.475505 2.999753 0.1 0.0 0.0
C -3.031157 1.871064 2.384806 0.0 0.1 0.0
C -2.249823 1.016557 1.536933 0.0 0.0 0.1
O -1.180319 1.458720 1.017707 -0.4 0.3 0.2
C -2.758134 -0.325424 1.369847 -0.1 0.2 0.1
C -2.163347 -1.366429 0.578120 0.2 -0.1 -0.1
N -1.165643 -1.277026 -0.232196 -0.4 0.0 0.2
C -0.762083 -2.383503 -0.985164 -0.2 -0.3 -0.1
C -1.506519 -3.528769 -1.196829 0.1 0.2 0.1
C -1.018322 -4.597561 -1.966484 0.1 -0.1 -0.1
C 0.214232 -4.537868 -2.551168 -0.1 -0.1 0.0
C 0.996726 -3.372772 -2.405126 -0.1 0.1 0.1
C 2.263904 -3.236992 -3.015265 0.1 0.1 0.0
C 2.965283 -2.076202 -2.865992 0.0 -0.1 0.0
C 2.386632 -1.040822 -2.107345 0.0 0.1 0.1
N 1.221677 -1.130462 -1.520766 0.0 -0.1 -0.1
C 0.509659 -2.282688 -1.640906 0.1 -0.2 -0.1
C -3.942734 -0.703538 2.040385 0.0 0.0 0.0
H -4.739598 2.159494 3.629593 0.0 0.0 0.0
H -2.655178 2.876796 2.537303 0.0 0.0 0.0
H -2.663163 -2.330863 0.722476 0.0 0.0 0.0
H -2.499223 -3.616399 -0.779088 0.0 0.0 0.0
H -1.637832 -5.475973 -2.095212 0.0 0.0 0.0
H 0.598160 -5.359397 -3.143125 0.0 0.0 0.0
H 2.655733 -4.060152 -3.600724 0.0 0.0 0.0
H 3.934414 -1.933570 -3.323256 0.0 0.0 0.0
H 2.910305 -0.096693 -1.987379 0.0 0.0 0.0
H -4.307209 -1.717023 1.918916 0.0 0.0 0.0
Cl -2.958748 1.306207 -1.869590 -0.1 0.0 0.1
C -2.790659 0.775938 -3.544058 0.0 0.0 0.0
Cl -1.266364 -0.076558 -3.811354 0.1 -0.1 0.0
H -2.811905 1.649187 -4.185065 0.0 0.0 0.0
H -3.599126 0.090023 -3.765933 0.0 0.0 0.0
```
Positions in Å, forces in eV/Å.

Results
HOMO-LUMO gap   6.8 eV
E_HOMO   -6.88 eV
Total charge   0
Calculated total energy   -90091.3138 eV